Formula: C43H55F5N2O6PRbSi2Te
Source: the OMol25 dataset
Level of theory: ωB97M-V/def2-TZVPD

```
116
Properties=species:S:1:pos:R:3:forces:R:3:mulliken_charge:R:1
Rb 0.30949 0.56985 0.06265 0.065 -0.236 -0.197 0.764
O -1.16799 -1.21245 -4.25092 0.054 0.043 -0.026 -0.892
C -0.52628 -1.19377 -3.17362 -0.125 -0.114 0.061 -0.369
O -0.91640 -0.71987 -2.07940 0.082 0.096 0.122 -0.357
C 0.92602 -1.70496 -3.28687 0.005 0.005 -0.016 0.015
C 1.80905 -0.50430 -3.66058 -0.006 0.055 -0.025 0.142
C 3.19627 -0.97410 -4.13622 -0.017 -0.032 -0.013 -1.188
C 3.88484 -1.30255 -2.78832 0.057 0.037 0.065 -0.783
C 2.72407 -1.08865 -1.80943 -0.006 -0.023 -0.106 0.230
O 2.09912 0.08463 -2.38555 -0.008 -0.041 0.138 -0.432
C 1.68294 -2.20165 -2.02277 -0.265 -0.186 0.010 0.657
C 0.83340 -2.65268 -0.81063 0.131 -0.028 -0.016 -0.568
O 0.04481 -3.58321 -1.01055 -0.002 0.014 -0.038 -0.833
O 1.11815 -2.12443 0.31250 -0.277 0.057 0.013 -0.202
H 0.93166 -2.44853 -4.08288 0.001 0.009 0.002 0.497
H 1.32317 0.22676 -4.30575 -0.005 -0.010 -0.005 0.306
H 3.11361 -1.83875 -4.79654 0.009 0.008 -0.005 0.387
H 3.72036 -0.18160 -4.67306 -0.004 0.009 0.006 0.324
H 4.28875 -2.31417 -2.73831 -0.010 -0.006 -0.006 0.434
H 4.68764 -0.59663 -2.57139 0.004 -0.008 -0.003 0.407
H 3.00481 -0.88690 -0.77925 -0.038 -0.064 0.029 0.200
H 2.16981 -3.14508 -2.29245 0.217 0.123 -0.021 0.154
C -1.90026 4.50339 -3.84306 -0.002 -0.003 -0.012 -1.313
C -0.91349 3.35226 -4.00559 -0.001 0.017 -0.004 0.818
C -0.68897 3.00310 -5.47445 -0.001 0.008 0.005 -1.582
C -1.32795 2.10139 -3.22960 -0.039 0.012 0.014 1.900
C -2.65973 1.45134 -3.64944 -0.005 0.003 0.008 -0.649
O -3.41852 1.37050 -2.41319 0.003 0.041 -0.037 -0.534
C -2.63356 1.91186 -1.46972 -0.028 0.065 0.034 0.328
N -1.50061 2.37937 -1.79549 0.061 -0.074 0.018 0.568
C -3.14876 1.84827 -0.08592 0.081 0.034 0.002 -0.365
C -3.72539 0.64526 0.31955 -0.006 -0.041 0.034 -0.878
C -4.10327 0.46532 1.63848 0.014 -0.005 -0.039 -0.314
C -3.89445 1.48089 2.56012 0.025 0.005 0.006 -1.119
C -3.32713 2.67633 2.15518 -0.055 0.016 0.018 0.504
C -2.96204 2.89298 0.82751 0.014 -0.013 -0.034 0.429
P -2.23385 4.50135 0.28586 -0.059 -0.029 -0.002 -0.106
C -0.67353 4.45906 1.25870 -0.006 0.000 -0.042 0.409
C -0.57230 4.81153 2.60141 0.003 -0.042 0.039 0.017
C 0.62910 4.65721 3.28166 -0.035 0.013 -0.020 -0.881
C 1.73744 4.13235 2.63537 -0.006 -0.009 0.010 -0.535
C 1.65394 3.79220 1.29181 -0.021 -0.007 0.048 -0.651
C 0.46140 3.96814 0.60631 -0.008 0.026 -0.029 -0.534
C -3.23735 5.70972 1.24527 0.145 0.079 0.018 0.700
C -4.58053 5.53386 1.56809 -0.034 -0.026 -0.050 -0.538
C -5.31567 6.55910 2.15157 -0.005 -0.027 -0.004 -0.707
C -4.72312 7.78151 2.42417 0.018 0.021 0.000 -0.446
C -3.38764 7.97805 2.09223 -0.036 0.007 0.000 -0.644
C -2.66096 6.95853 1.50115 -0.022 0.013 0.020 -0.602
H -1.52703 5.40352 -4.33878 0.000 -0.001 -0.004 0.510
H -2.06077 4.73015 -2.78817 0.002 0.008 -0.003 0.037
H -2.86837 4.26056 -4.29086 -0.005 -0.002 0.006 0.262
H 0.04457 3.66752 -3.57712 -0.006 -0.010 0.011 0.376
H -1.63202 2.73636 -5.95950 -0.002 -0.007 0.000 0.331
H -0.01584 2.14991 -5.57795 0.011 0.005 -0.003 0.272
H -0.26312 3.84962 -6.01871 -0.007 0.001 -0.002 0.434
H -0.53443 1.35841 -3.31983 0.043 0.008 -0.012 -1.924
H -2.50626 0.44139 -4.02884 -0.006 -0.011 0.016 0.321
H -3.24453 2.06652 -4.33834 0.008 -0.031 -0.021 0.407
H -3.82016 -0.15264 -0.40576 -0.007 -0.006 0.005 0.440
H -4.52198 -0.48026 1.95650 -0.005 0.001 -0.005 0.277
H -4.13417 1.32530 3.60397 -0.003 0.004 0.001 0.372
H -3.14897 3.45292 2.88887 -0.017 0.008 -0.001 0.354
H -1.43675 5.19966 3.12714 0.015 -0.012 0.009 0.321
H 0.68559 4.91753 4.33216 -0.003 -0.001 0.000 0.361
H 2.65821 3.93689 3.16774 0.010 -0.006 -0.016 0.280
H 2.51296 3.34948 0.80535 0.010 0.018 -0.011 0.635
H 0.39488 3.68688 -0.43884 -0.072 0.042 -0.030 0.791
H -5.06323 4.58662 1.36241 0.014 -0.018 0.014 0.426
H -6.35811 6.39412 2.39665 0.001 -0.001 0.002 0.377
H -5.29490 8.57630 2.88737 0.001 0.000 0.000 0.363
H -2.91138 8.93010 2.29368 0.001 0.002 -0.001 0.364
H -1.62106 7.12511 1.24231 -0.015 0.004 0.009 0.430
N 0.27289 0.89809 3.22290 -0.243 -0.820 0.044 -0.056
C -0.80565 0.48141 3.42207 0.172 0.541 0.167 -0.199
H 1.24266 0.66169 2.96358 0.138 0.429 0.020 0.225
F 3.78821 1.29940 0.63629 -0.096 -0.072 0.225 -0.294
C 3.62927 1.29666 2.05028 0.072 0.096 -0.004 -0.563
F 2.66425 0.20102 2.22456 0.139 -0.008 -0.081 -0.031
C 4.91437 0.64112 2.53382 -0.059 0.021 -0.070 0.732
F 4.85388 0.37986 3.85915 -0.012 0.030 -0.027 -0.307
F 5.27162 -0.52667 1.94346 0.026 -0.052 -0.025 -0.245
F 5.96344 1.47894 2.34431 -0.055 -0.014 0.025 -0.300
C 3.72533 -3.60766 1.37252 0.035 0.001 0.022 -0.283
Si 2.34954 -4.30367 2.43033 -0.021 -0.023 -0.035 0.503
C 1.42030 -5.61467 1.47482 -0.016 0.018 -0.001 -0.763
C 3.16867 -5.12421 3.93016 -0.009 0.002 0.018 -1.234
C 1.22815 -2.95933 3.11940 -0.011 0.137 -0.036 -0.245
Te -0.75085 -2.89887 2.29340 0.144 -0.077 -0.205 0.054
C -1.71453 -3.27212 4.21398 -0.003 0.066 0.036 -0.863
Si -3.31863 -4.17952 3.95547 0.017 0.009 0.034 0.501
C -4.13811 -3.75395 2.31977 0.006 0.040 -0.013 -0.538
C -4.54433 -3.75861 5.33205 0.005 -0.004 0.024 -1.114
C -2.99268 -6.02925 3.99132 -0.010 -0.023 -0.036 -1.002
H 4.51810 -4.34938 1.23277 0.000 -0.002 -0.008 0.385
H 4.16244 -2.71792 1.82955 0.013 -0.008 0.003 0.004
H 3.33331 -3.31135 0.40007 -0.009 0.004 -0.006 -0.175
H 2.09692 -6.41786 1.16598 0.016 0.006 -0.005 0.322
H 0.96451 -5.16625 0.58613 -0.022 -0.019 0.005 0.170
H 0.61467 -6.04875 2.07288 0.013 -0.012 0.000 0.125
H 3.81503 -5.95391 3.63037 0.005 0.000 -0.005 0.302
H 2.41976 -5.51272 4.62635 -0.003 -0.009 -0.007 0.272
H 3.78217 -4.39803 4.47080 0.001 -0.004 0.010 0.292
H 1.68535 -1.98957 2.91720 -0.041 0.001 0.013 -0.367
H 1.09798 -3.05397 4.19957 0.015 -0.029 0.000 0.723
H -1.84795 -2.33285 4.75625 0.025 0.033 -0.053 0.442
H -1.02781 -3.90076 4.78651 -0.043 -0.025 0.033 0.380
H -4.04772 -2.69041 2.08744 -0.013 0.001 0.025 -0.211
H -5.20183 -4.00572 2.34134 0.000 -0.022 -0.015 0.354
H -3.66992 -4.29614 1.49614 0.009 0.009 -0.005 0.320
H -4.55503 -2.68160 5.51737 -0.020 0.005 -0.021 0.285
H -4.27069 -4.25146 6.26870 0.016 0.020 0.007 0.286
H -5.56151 -4.06489 5.07388 0.002 -0.028 0.010 0.311
H -2.21421 -6.27462 3.26456 -0.004 0.003 0.000 0.195
H -3.88636 -6.60447 3.73556 -0.004 -0.003 0.009 0.315
H -2.64972 -6.35016 4.97806 0.003 -0.001 0.003 0.299
```
Positions in Å, forces in eV/Å.

Results
**E_LUMO**: 3.585 eV
**Spin multiplicity**: 1
**Net charge**: -2
**Kohn-Sham gap**: 0.22051 hartree